Version 1
{"formula": "C2H11N2O", "method": "ωB97M-V/def2-TZVPD", "orbital_gap_ev": 11.155, "spin_multiplicity": 1, "e_homo_ev": -14.4346, "total_charge": 1, "species": ["N", "C", "C", "N", "H", "H", "H", "H", "H", "H", "H", "H", "H", "H", "H", "O"], "xyz": [[0.82744, 1.19133, 0.25079], [1.49315, 0.14121, -0.70547], [0.58514, -1.02634, -0.73349], [-0.21702, -1.20859, 0.52341], [0.43787, 0.49595, 1.00582], [0.04012, 1.52019, -0.30841], [1.30777, 2.03891, 0.53287], [2.51689, 0.02918, -0.30130], [1.60981, 0.58392, -1.68658], [1.12001, -1.94999, -0.95635], [-0.14296, -1.05816, -1.54589], [-0.14703, -2.13889, 0.92103], [-1.20938, -1.09964, 0.33953], [-3.39840, 0.49765, 0.57987], [-2.36783, 1.35857, 1.35598], [-2.45557, 0.62470, 0.72820]], "lowdin_charge": [0.155, -0.114, -0.228, -0.004, 0.159, 0.141, 0.159, 0.139, 0.126, 0.129, 0.127, 0.095, 0.055, 0.061, 0.059, -0.059]}


Version 2
{"formula": "C2H11N2O", "method": "ωB97M-V/def2-TZVPD", "orbital_gap_ev": 11.904, "spin_multiplicity": 1, "e_homo_ev": -14.9633, "total_charge": 1, "species": ["C", "N", "H", "H", "H", "H", "H", "H", "N", "C", "O", "H", "H", "H", "H", "H"], "xyz": [[-2.29869, 0.04281, -0.69501], [-1.10392, -0.53757, -0.06670], [-2.41156, 0.98782, -0.10021], [-3.23395, -0.48239, -0.38815], [-2.15419, 0.41885, -1.72207], [-1.26610, -0.91475, 0.84629], [-0.72118, -1.43599, -0.50356], [-0.30217, 0.09827, 0.05016], [1.02286, 1.09325, 0.20128], [1.82718, 0.03036, 0.74097], [1.48351, -1.14005, -0.14739], [1.37979, 1.44850, -0.72407], [1.23941, 1.84427, 0.86348], [1.41650, -0.20402, 1.73649], [2.95438, 0.19734, 0.64826], [2.16811, -1.44670, -0.73978]], "lowdin_charge": [-0.035, 0.077, 0.108, 0.115, 0.111, 0.149, 0.183, 0.040, -0.022, -0.235, -0.111, 0.138, 0.113, 0.130, 0.152, 0.087]}


Ranking the structures above from most stable to least stable yields version 1, version 2.